Record 1
C4H8N3O | ωB97M-V/def2-TZVPD

CARTESIAN COORDINATES (ANGSTROEM)
C 0.9385 1.3535 -0.2682
C 1.0932 -0.1552 -2.1942
C 0.0280 -1.3499 -0.2895
C -1.4401 -0.5878 1.5083
N -0.0164 0.9353 0.4388
N 1.4540 0.9305 -1.5019
N -0.7854 -0.2453 0.2292
O 0.2576 -1.0288 -1.7492
H 1.4660 2.2069 0.1397
H 1.5182 -0.3314 -3.1768
H 1.0113 -1.2911 0.2011
H -1.9604 -1.5364 1.4021
H -0.6785 -0.6749 2.2809
H -2.1392 0.1992 1.7858
H 2.1926 1.5075 -1.8949
H -1.5251 -0.0695 -0.4632

Calculated values
Multiplicity   1
E_LUMO   -5.105 eV
Max |F|   1.81 eV/A
Energy relative to the best compared isomer or geometry (same formula, charge and spin)   142.42 kcal/mol
Total charge   +1
E   -10784.12483 eV
HOMO-LUMO gap   7.0 eV

Atomic partial charges in e from the Löwdin method, atoms 1 to 8:
1. C -0.109
2. C -0.054
3. C -0.058
4. C 0.010
5. N 0.132
6. N 0.150
7. N -0.199
8. O 0.003

=====

Record 2
C4H8N3O | ωB97M-V/def2-TZVPD

CARTESIAN COORDINATES (ANGSTROEM)
C -0.9864 -1.3049 1.8035
C 0.3276 -0.1296 0.1381
C -0.4892 -0.6213 -0.9930
C 1.4559 1.5135 -1.0674
N -1.8840 -0.5286 1.3084
N -2.1188 0.3611 0.6081
N 0.2959 -0.7178 1.3345
O 1.2937 0.7242 0.1071
H -1.1221 -2.2098 2.3985
H -1.4239 -0.1094 -1.0659
H -1.0449 -1.5069 -0.7623
H 0.1816 -0.5300 -1.8650
H 2.2958 2.1235 -0.9110
H 0.6973 2.4027 -1.1506
H 1.5023 0.9097 -1.8569
H 1.0191 -0.3764 1.9739

Calculated values
Multiplicity   1
E_LUMO   -5.245 eV
Max |F|   5.43 eV/A
Energy relative to the best compared isomer or geometry (same formula, charge and spin)   134.79 kcal/mol
Total charge   +1
E   -10784.45572 eV
HOMO-LUMO gap   8.3 eV

Atomic partial charges in e from the Löwdin method, atoms 1 to 8:
1. C -0.052
2. C -0.343
3. C 0.037
4. C 0.015
5. N -0.041
6. N 0.253
7. N 0.152
8. O 0.036

=====

Record 3
C4H8N3O2 | ωB97M-V/def2-TZVPD

CARTESIAN COORDINATES (ANGSTROEM)
C 1.5810 -1.5444 -0.0614
C 1.1738 -2.9646 0.2847
C -2.2390 1.9856 -0.5639
C -1.4688 1.6979 0.5277
N 2.5089 1.6947 0.2652
N 1.5901 1.1701 -0.0809
N 0.5284 0.5940 -0.2687
O 2.6860 -1.1084 -0.2844
O 0.3978 -0.7985 -0.1652
H 2.0435 -3.4482 0.7929
H 0.7961 -3.5057 -0.6285
H 0.3185 -3.0575 1.0570
H -2.1666 2.9901 -0.8583
H -1.8671 1.4395 -1.5029
H -3.2950 1.6059 -0.4713
H -0.7835 2.4080 0.7878
H -1.8041 0.8413 1.1702

Calculated values
Multiplicity   1
E_LUMO (spin up / spin down)   -6.647 / -6.647 eV
Max |F|   4.17 eV/A
Energy relative to the best compared isomer or geometry (same formula, charge and spin)   182.45 kcal/mol
Total charge   +1
E   -12829.35930 eV
HOMO-LUMO gap (spin up / spin down)   7.5 / 7.5 eV

Atomic partial charges in e from the Löwdin method, atoms 1 to 8:
1. C -0.458
2. C 0.016
3. C -0.080
4. C 0.185
5. N 0.335
6. N -0.122
7. N 0.012
8. O 0.130

=====

Record 4
C4H8N3O2S2 | ωB97M-V/def2-TZVPD

CARTESIAN COORDINATES (ANGSTROEM)
C -1.3548 -1.9541 0.1858
C 0.8571 -0.8480 -0.1141
C -2.4394 1.9752 1.0946
C 3.4227 0.0665 -0.7305
N 0.0595 -1.8282 0.3836
N -2.0827 1.4329 -0.1428
N 0.3776 0.1974 -0.7430
O -1.9903 -2.6363 0.9063
O -1.8445 -1.2025 -0.8015
S 2.5548 -1.3501 0.0632
S -1.6168 0.4988 -1.1576
H -1.5935 2.6181 1.6531
H -3.3302 2.7889 1.0381
H -2.9260 1.1292 1.6618
H 2.7983 1.0312 -0.5760
H 3.5653 -0.1290 -1.8714
H 4.2614 0.1727 -0.1109
H 0.4774 -2.6791 0.7458
H 0.8042 0.7166 -1.4846

Calculated values
Multiplicity   1
E_LUMO   -4.562 eV
Max |F|   4.00 eV/A
Energy relative to the best compared isomer or geometry (same formula, charge and spin)   3.55 kcal/mol
Total charge   +1
E   -34503.96542 eV
HOMO-LUMO gap   9.4 eV

Atomic partial charges in e from the Löwdin method, atoms 1 to 8:
1. C -0.568
2. C -0.624
3. C -0.152
4. C -0.343
5. N 0.107
6. N -0.388
7. N -0.030
8. O 0.205

=====

Record 5
C4H8N3P | ωB97M-V/def2-TZVPD

CARTESIAN COORDINATES (ANGSTROEM)
C -1.6015 -0.2081 0.3801
C -1.7996 1.2456 0.7513
C -0.1746 -0.2752 0.2288
C 1.4867 1.5802 0.0751
N -0.6775 1.8321 0.6791
N 0.2015 0.9443 0.2956
N 1.5029 -3.0328 -0.6858
P 0.0810 -2.5171 -0.9696
H -2.1957 -1.0652 0.9470
H -2.7259 1.7253 1.0008
H 1.9573 0.8789 -0.5976
H 1.3673 2.6146 -0.3026
H 2.1375 1.6993 0.9952
H 1.5683 -3.7308 0.0629
H 0.5475 -1.6110 -2.1562
H -1.6752 -0.0800 -0.7041

Calculated values
Multiplicity   1
E_LUMO   0.448 eV
Max |F|   4.79 eV/A
Energy relative to the best compared isomer or geometry (same formula, charge and spin)   81.44 kcal/mol
E   -18031.66952 eV
HOMO-LUMO gap   8.4 eV

Atomic partial charges in e from the Löwdin method, atoms 1 to 8:
1. C -0.205
2. C -0.097
3. C -0.214
4. C -0.015
5. N 0.074
6. N -0.242
7. N -0.465
8. P 0.639

=====

Record 6
C4H8N4 | ωB97M-V/def2-TZVPD

CARTESIAN COORDINATES (ANGSTROEM)
C 0.2065 1.7768 0.1148
C 0.1842 0.3519 -0.2699
C 1.1661 -0.6404 -0.0154
N 2.4898 -0.4507 -0.2069
N 0.6944 -1.9016 0.0666
N -0.6951 -1.7114 0.0910
C -1.0506 -0.4276 -0.2500
N -2.4623 -0.2854 -0.0306
H 1.0834 2.4055 -0.3509
H -0.6251 2.2617 -0.3297
H 0.2910 2.1372 1.0924
H 2.9525 0.4174 0.2461
H 2.8813 -1.4609 -0.0365
H -1.3353 -2.5621 0.3262
H -2.9954 -0.4928 -0.9285
H -2.7854 0.5822 0.4813

Calculated values
Multiplicity   1
E_LUMO   0.839 eV
Max |F|   4.59 eV/A
Energy relative to the best compared isomer or geometry (same formula, charge and spin)   49.09 kcal/mol
E   -10236.11322 eV
HOMO-LUMO gap   8.7 eV

Atomic partial charges in e from the Löwdin method, atoms 1 to 8:
1. C -0.088
2. C -0.172
3. C -0.471
4. N 0.067
5. N 0.054
6. N -0.022
7. C -0.290
8. N 0.048

=====

Among the records above, which one has the highest energy relative to the best compared isomer or geometry (same formula, charge and spin)?
C4H8N3O2